(one)
21
Properties=species:S:1:pos:R:3:lowdin_charge:R:1 method="wB97M-V/def2-TZVPD" homo_lumo_gap_ha=0.3498 charge=0
C 3.0777 1.2866 1.4595 -0.31
C 2.4934 1.2135 0.0521 -0.10
O 2.0644 0.9794 2.4459 -0.11
H 3.9372 0.6236 1.5756 0.10
H 3.3291 2.3202 1.6980 0.11
H 3.0600 1.8162 -0.6580 0.07
H 1.8469 0.0310 2.3509 0.09
H 1.4794 1.6150 0.0727 0.06
H 2.4161 0.1818 -0.2667 0.06
C -1.0009 -2.4763 -0.9167 -0.05
C -1.8836 0.9211 -0.3124 -0.21
C -1.6794 -1.1574 -0.7864 -0.35
C -3.0041 -0.8693 -0.8876 -0.08
N -0.9932 -0.0120 -0.4060 0.10
N -3.1352 0.4700 -0.6322 0.04
H -1.7165 1.9649 -0.0973 0.12
H -3.9740 1.0169 -0.5764 0.14
H -3.8319 -1.4605 -1.2382 0.11
H -1.2369 -3.1475 -0.0887 0.07
H 0.0753 -2.3166 -0.9669 0.07
H -1.3239 -3.0007 -1.8216 0.07

***

(two)
21
Properties=species:S:1:pos:R:3:lowdin_charge:R:1 method="wB97M-V/def2-TZVPD" homo_lumo_gap_ha=0.3431 charge=0
C -2.4093 -0.4645 0.8991 -0.16
C -0.5983 -1.2866 -0.3489 -0.31
C -0.8221 0.8686 -1.3529 -0.05
C 1.3516 0.2027 -0.2774 -0.21
C 1.3620 1.0343 1.1089 -0.04
C 2.3143 -1.1442 -0.3368 -0.17
H -1.6755 0.0864 1.6307 0.10
H -2.8570 0.2817 0.2917 0.03
H -3.2206 -0.9478 1.5320 0.08
H 0.0046 -2.2258 -0.6383 0.13
H -0.3639 1.2282 -2.2334 0.07
H -0.8950 1.6662 -0.5895 0.08
H -1.8510 0.4398 -1.5730 0.11
H 1.7825 0.9514 -0.9842 0.14
H 2.3647 1.3585 1.2297 0.05
H 0.7699 2.0119 1.0643 0.09
H 0.8726 0.6341 2.0023 0.07
H 2.2673 -1.9548 -1.1109 0.13
N -1.7360 -1.5400 0.1644 -0.01
N -0.0032 -0.1645 -0.7437 -0.18
O 3.3425 -1.0357 0.2659 0.05

***

(three)
21
Properties=species:S:1:pos:R:3:lowdin_charge:R:1 method="wB97M-V/def2-TZVPD" homo_lumo_gap_ha=0.2829 charge=0
C -0.4736 -0.1522 0.3951 -0.46
C -0.3096 0.0909 1.8775 -0.08
C -1.8046 0.3023 -0.1673 -0.08
C -0.1779 -1.5932 0.0383 -0.09
C 0.5059 1.5791 -0.2877 -0.11
C 1.2735 0.4913 -0.8478 -0.57
N 0.9532 0.1304 -2.1646 0.12
N 2.4300 0.1714 -0.3278 0.11
O 0.3186 2.5366 0.3523 0.18
H 1.6801 -0.4732 -2.5285 0.10
H 0.7757 0.9127 -2.7788 0.10
H 2.4726 0.2747 0.6821 0.04
H -1.0491 -0.4903 2.4379 0.09
H -0.4695 1.1358 2.1475 0.07
H 0.6822 -0.2184 2.2150 0.08
H -2.6051 -0.3644 0.1698 0.09
H -2.0713 1.3067 0.1636 0.08
H -1.7787 0.2698 -1.2594 0.08
H 0.8344 -1.8784 0.3268 0.08
H -0.8657 -2.2503 0.5807 0.09
H -0.3210 -1.7813 -1.0249 0.07

***

(four)
21
Properties=species:S:1:pos:R:3:lowdin_charge:R:1 method="wB97M-V/def2-TZVPD" homo_lumo_gap_ha=0.4056 charge=0
C -0.9612 -1.5343 1.1462 -0.06
C -0.7504 -0.5896 -0.0397 -0.37
C -2.0787 0.0041 -0.5086 -0.08
C 0.3087 0.4650 0.3135 -0.43
C 0.1872 1.9047 -0.0631 -0.10
N 0.0430 1.4902 1.3218 0.08
C 1.6696 -0.0788 0.3944 -0.12
N 2.7208 -0.4611 0.7322 0.17
H -1.6269 -2.3588 0.8584 0.08
H -0.0148 -1.9688 1.4980 0.08
H -1.4280 -1.0010 1.9884 0.09
H -0.3353 -1.1700 -0.8787 0.15
H -2.5242 0.6746 0.2432 0.08
H -1.9755 0.5523 -1.4535 0.08
H -2.7964 -0.8105 -0.6751 0.09
H 1.0863 2.4784 -0.2942 0.11
H -0.7070 2.1997 -0.6142 0.10
H -0.9353 1.4605 1.6044 0.10
O 3.3703 -0.7043 -2.1210 -0.12
H 3.7488 -0.7202 -1.1727 0.04
H 2.9988 0.1682 -2.2797 0.01

***

The structure with the greatest stability is (one).

***

(one)
21
Properties=species:S:1:pos:R:3:lowdin_charge:R:1 method="wB97M-V/def2-TZVPD" homo_lumo_gap_ha=0.3614 charge=0
C -1.8167 -0.4055 0.7426 -0.05
C -0.7199 -0.4795 -0.3164 -0.41
C -0.9287 0.6230 -1.3924 -0.18
C -0.3864 2.0333 -0.8803 -0.23
C 1.0841 1.7531 -0.3975 -0.15
C 0.8788 0.8471 1.0013 -0.07
H -1.8936 -1.2191 1.5905 0.14
H -1.7329 0.5068 1.4281 0.09
H -2.6087 -0.4183 0.2910 -0.04
H -1.0355 -1.3403 -1.0143 0.16
H -0.5873 0.1459 -2.3936 0.13
H -2.1371 0.7071 -1.6456 0.16
H -0.3750 2.5260 -1.9480 0.13
H -1.0627 2.6517 -0.2942 0.10
H 1.2923 2.8268 -0.3817 0.09
H 1.5140 1.0563 -1.1935 0.13
H 1.6462 0.7397 2.0236 0.18
H -0.2647 1.1457 1.3900 0.11
N 0.5716 -0.4464 0.2262 -0.17
N 1.1391 -1.5480 0.7845 -0.03
O 0.8254 -2.6995 0.3161 -0.09

***

(two)
21
Properties=species:S:1:pos:R:3:lowdin_charge:R:1 method="wB97M-V/def2-TZVPD" homo_lumo_gap_ha=0.2995 charge=0
C 1.5499 -0.3725 0.4384 -0.07
C -0.1368 -0.5885 -2.0821 -0.08
C -2.0412 -0.5293 -0.5624 -0.07
N -0.5957 -0.3720 -0.7130 -0.21
C 0.1764 -1.0074 0.3525 -0.41
C 1.1705 0.9288 1.1193 -0.37
N 0.8716 0.8574 2.4823 0.07
C 0.4728 1.7606 0.2574 0.03
O -0.3822 -1.5383 1.2913 0.08
H 1.0783 0.0026 2.9877 0.08
H -0.0336 1.0583 2.8989 0.10
H 2.2051 -1.0104 1.0308 0.12
H 1.9987 -0.1575 -0.5312 0.11
H 0.5252 0.2193 -2.4011 0.07
H 0.4090 -1.5253 -2.2051 0.09
H -2.2986 -0.3765 0.4830 0.08
H -2.3472 -1.5412 -0.8345 0.09
H -2.5623 0.1771 -1.2099 0.09
H -0.9577 -0.6008 -2.7973 0.08
H 0.9030 1.9939 -0.7084 0.06
H -0.0053 2.6218 0.7034 0.05

***

(three)
21
Properties=species:S:1:pos:R:3:lowdin_charge:R:1 method="wB97M-V/def2-TZVPD" homo_lumo_gap_ha="0.2387 / 0.2386" charge=0
C -1.1559 -0.7151 0.1385 -0.32
C -1.0214 -1.2253 -1.2655 -0.06
C 2.2655 -0.4842 -0.1198 -0.14
C 0.3100 0.6779 1.4654 -0.13
C -0.0285 0.8287 0.1040 -0.44
N -0.8382 1.9440 -0.3123 0.10
C 1.4218 0.7415 -0.1386 -0.17
O -2.3530 -0.1270 0.4926 -0.04
N 0.4386 0.3176 2.6323 0.16
H -2.7677 0.2694 -0.3016 0.11
H -0.8811 -1.4453 0.8988 0.13
H -1.4488 2.3613 0.3854 0.10
H -0.4879 2.3392 -1.1791 0.09
H 0.0833 -0.6017 2.9102 0.09
H 1.9117 1.6565 -0.4535 0.09
H -0.0140 -1.5988 -1.4461 0.06
H -1.2098 -0.4359 -1.9976 0.08
H -1.7649 -2.0086 -1.4510 0.08
H 1.8099 -1.3164 -0.6666 0.05
H 3.2402 -0.3066 -0.5812 0.07
H 2.4902 -0.8712 0.8856 0.06

***

(four)
21
Properties=species:S:1:pos:R:3:lowdin_charge:R:1 method="wB97M-V/def2-TZVPD" homo_lumo_gap_ha=0.3476 charge=0
C 3.2880 0.2683 0.8535 -0.11
C 2.6484 -0.6131 -0.1869 -0.27
C 0.2703 0.1105 -0.4745 -0.41
C 0.4612 1.3531 -0.8116 0.05
C -2.1946 -0.1907 0.0926 -0.54
C -2.3994 1.2593 0.5640 -0.04
H 3.0397 -0.0675 1.9404 0.10
H 4.4035 0.2296 0.8402 0.08
H 2.8925 1.3353 0.8387 0.08
H 2.9313 -0.1192 -1.1292 0.12
H 3.1186 -1.5522 -0.0732 0.10
H -0.2946 2.0859 -1.2979 0.11
H 1.4781 1.7456 -0.9443 0.06
H -0.8837 -1.4875 -0.9747 0.22
H -1.5098 1.5333 1.0270 0.01
H -3.0711 0.9396 1.6145 0.16
H -2.7975 1.9215 -0.2973 0.11
H -2.8912 -2.1235 0.2030 0.09
N -0.9847 -0.4819 -0.4715 0.07
N -3.1228 -1.0503 0.2778 0.07
O 1.2366 -0.8551 -0.0768 -0.06

***

The structure with the greatest stability is (two).

***

(one)
21
Properties=species:S:1:pos:R:3:lowdin_charge:R:1 method="wB97M-V/def2-TZVPD" homo_lumo_gap_ha="0.3207 / 0.2237" charge=0
C 1.1518 -0.6483 -0.5353 -0.08
C 1.4050 -1.8248 1.7163 -0.11
C -1.4243 -0.0435 -1.6588 -0.08
N 0.9052 -0.9220 0.7446 -0.08
C -0.4566 0.5787 -0.6636 -0.37
C -0.0832 1.8989 -0.8475 -0.20
C -0.9399 0.3836 0.8033 -0.25
O 1.1254 2.3967 -0.5161 0.02
N -2.0135 -0.2590 1.0460 0.09
H 1.1940 3.3453 -0.6699 0.11
H -2.2461 -0.2847 2.0359 0.04
H 2.0449 -0.0572 -0.7716 0.11
H 0.9529 -1.4255 -1.2703 0.09
H -0.7684 2.6613 -1.2112 0.12
H -0.4379 1.0371 1.5235 0.12
H 0.7750 -1.6362 2.5954 0.08
H 1.3425 -2.8857 1.4355 0.08
H 2.4794 -1.7071 1.9182 0.09
H -1.1044 0.1723 -2.6787 0.08
H -1.4613 -1.1135 -1.4849 0.07
H -2.4407 0.3336 -1.5108 0.08

***

(two)
21
Properties=species:S:1:pos:R:3:lowdin_charge:R:1 method="wB97M-V/def2-TZVPD" homo_lumo_gap_ha=0.3312 charge=0
C -2.1958 -0.2330 -1.1158 -0.05
C -0.3401 0.1587 1.0504 -0.56
C -1.2921 0.7744 -0.4842 -0.31
N 0.0510 1.3202 1.6988 0.12
N -1.2553 2.0226 -0.6395 0.11
O -0.8544 -0.8178 1.5602 0.03
H -0.1881 1.2893 2.6796 0.11
H -0.1320 2.1617 1.1580 0.07
H -1.9229 2.3879 -1.3258 0.07
H -3.1980 0.1732 -1.2775 0.08
H -2.2902 -1.1178 -0.4854 0.07
H -1.7896 -0.5557 -2.0774 0.08
C 1.3187 -1.8825 -0.3274 -0.09
C 1.4163 -0.4415 0.0492 -0.26
C 2.5199 0.2551 0.2724 0.04
H 0.3218 0.1872 -0.2791 0.14
H 0.8719 -2.0061 -1.3172 0.08
H 2.3028 -2.3534 -0.3245 0.08
H 0.6770 -2.4077 0.3817 0.07
H 3.5005 -0.2070 0.2267 0.07
H 2.4784 1.2922 0.5765 0.06

***

The structure with the greatest stability is (two).

***

(one)
7
Properties=species:S:1:pos:R:3:lowdin_charge:R:1 method="wB97M-V/def2-TZVPD" homo_lumo_gap_ha="0.2934 / 0.2934" charge=0
C 1.1659 0.7173 0.0175 0.05
C 0.8071 -0.5714 0.0100 0.06
C -0.2335 0.4112 -0.0084 -0.76
O -2.9718 -1.3073 -0.0358 -0.36
S -1.7639 0.8836 -0.0330 0.79
H 1.9203 1.4682 0.0348 0.11
H 1.0759 -1.6016 0.0150 0.11

***

(two)
7
Properties=species:S:1:pos:R:3:lowdin_charge:R:1 method="wB97M-V/def2-TZVPD" homo_lumo_gap_ha=0.3166 charge=0
C 0.3342 0.1251 -0.0492 -1.06
C -0.4710 -0.9172 -0.5286 -0.20
C -1.0089 -1.9962 -0.7767 0.12
H 1.5577 -0.6099 -1.0096 0.10
H -2.0222 -2.6613 -0.9311 0.12
O 1.4889 0.2542 -0.6316 0.06
S -0.2858 1.1229 0.9450 0.87

***

The structure with the greatest stability is (two).

***

(one)
18
Properties=species:S:1:pos:R:3:lowdin_charge:R:1 method="wB97M-V/def2-TZVPD" homo_lumo_gap_ha="0.3531 / 0.2089" charge=+1 spin_multiplicity=2
C -2.0161 1.2395 1.0311 0.18
C -1.7057 0.3857 -0.0285 -0.05
N -0.7192 0.6741 -1.0821 0.13
C -0.0626 -0.5689 -1.5043 -0.19
C 1.2908 -2.1319 -0.0061 0.07
C 1.0501 -0.9423 -0.5726 -0.18
H -1.3765 2.1781 1.1132 0.12
H -2.8808 0.9476 1.6583 0.11
H -2.3672 -0.4737 -0.3146 0.15
H -0.0474 1.3820 -0.7684 0.14
H 0.3233 -0.6473 -2.5755 0.17
H -0.8447 -1.3195 -1.3769 0.11
H 1.8257 -2.0911 0.8975 0.05
H 0.7620 -3.0497 -0.3785 0.10
H 1.6451 -0.1055 -0.3532 0.06
H 1.6186 2.3051 1.4224 0.05
H 1.5935 0.7740 1.7434 0.07
O 1.9111 1.4439 1.0947 -0.07

***

(two)
18
Properties=species:S:1:pos:R:3:lowdin_charge:R:1 method="wB97M-V/def2-TZVPD" homo_lumo_gap_ha="0.3042 / 0.3023" charge=+1 spin_multiplicity=2
N -1.1955 -2.2017 0.3600 0.22
C -1.1598 -1.0020 -0.1680 -0.29
C -0.1649 -0.0639 0.2182 -0.03
C 0.8691 -0.3849 1.0651 -0.11
C 2.2412 -0.1376 0.9491 0.15
C -2.1177 -0.6076 -1.2447 0.02
H -1.9380 -2.8148 0.0530 0.14
H -0.4558 -2.7008 0.8237 0.14
H -0.2645 0.9511 -0.1233 0.12
H 0.5990 -1.0957 1.8658 0.13
H 2.8175 0.1651 1.8050 0.08
H 2.7242 -0.4384 0.0304 0.10
H -2.6439 -1.4808 -1.6076 0.10
H -2.8343 0.1340 -0.8896 0.12
H -1.5116 -0.0897 -1.9743 0.11
H 1.9944 4.0987 -0.2929 0.04
H 0.6196 3.4652 -0.2956 0.03
O 1.4482 3.4901 -0.8028 -0.07

***

(three)
18
Properties=species:S:1:pos:R:3:lowdin_charge:R:1 method="wB97M-V/def2-TZVPD" homo_lumo_gap_ha="0.3478 / 0.2456" charge=+1 spin_multiplicity=2
C -2.5161 -0.3798 -0.0425 -0.04
N -1.0596 -0.6616 -0.2918 0.04
C -0.0083 0.3372 -0.5200 -0.27
C -0.0656 1.6301 0.0229 0.19
C 2.5222 0.0415 -0.8848 0.13
C 1.1905 -0.3068 -0.9873 -0.14
H -2.5396 0.4724 0.6217 0.06
H -3.0238 0.1262 -0.9819 0.14
H -3.1160 -1.2928 0.3313 0.13
H -0.9456 -1.5726 -0.7715 0.15
H -1.1345 2.0512 0.0545 0.11
H 0.7632 2.4871 0.1854 0.17
H 2.8739 0.9241 -0.3447 0.09
H 3.2576 -0.4556 -1.5345 0.09
H 1.0054 -1.4212 -1.4689 0.18
H 0.7872 -0.3813 2.8956 0.06
H 0.7372 -0.7401 1.5057 -0.09
O 1.2719 -0.8580 2.2108 0.01

***

The structure with the greatest stability is (two).

***

(one)
33
Properties=species:S:1:pos:R:3:lowdin_charge:R:1 method="wB97M-V/def2-TZVPD" homo_lumo_gap_ha=0.3052 charge=0
C 2.3403 0.5887 -0.3199 -0.35
C 1.6065 -0.3058 0.5598 -0.37
C 3.8034 0.2698 0.0365 -0.07
C 4.3937 -1.1770 -0.1277 -0.46
C -0.6376 0.1300 -0.4372 -0.30
C -1.0459 1.3814 0.2229 -0.19
C -1.8550 -0.8724 -0.7307 -0.21
C -2.6813 -1.0247 0.7082 -0.50
C -5.2298 -0.4517 -0.1426 -0.56
H 2.7668 2.5523 -1.1225 0.10
H 1.8186 2.4878 0.4181 0.15
H 2.1252 0.1651 -1.3779 0.18
H 4.4966 0.6505 -0.6707 0.11
H 4.0298 0.5480 1.0745 0.13
H 6.2666 -2.0460 -0.0936 0.24
H -0.0452 -0.9937 1.3653 0.20
H -0.2026 0.2575 -1.4541 0.16
H -2.6498 -0.5906 -1.6107 0.14
H -1.4207 -1.8555 -1.0487 0.10
H -2.2003 -1.4199 1.6495 0.07
H -2.9889 0.1924 0.8732 0.10
H -6.0838 -1.0069 -1.0215 0.06
H -6.3010 -0.0897 0.9926 0.14
H -4.4784 0.8914 -0.5783 0.18
H -2.5233 2.7767 0.4891 0.09
N 2.0663 2.0009 -0.5749 0.03
N 0.2702 -0.8638 0.2492 0.09
O 2.0716 -0.7437 1.6596 0.05
O 3.7412 -2.0788 -0.7230 0.05
O 5.6413 -1.2633 0.4315 0.02
O -0.5180 1.6812 1.4066 0.01
O -2.3952 2.1707 -0.2755 -0.06
S -4.1814 -1.9610 0.1728 0.67

***

(two)
33
Properties=species:S:1:pos:R:3:lowdin_charge:R:1 method="wB97M-V/def2-TZVPD" homo_lumo_gap_ha=0.3278 charge=0
C 4.3575 -0.4786 -1.1189 0.00
C 2.4828 -1.0515 0.2429 -0.52
C 1.2906 -0.7833 0.9415 -0.44
C 1.4960 1.6246 1.3534 -0.07
C 1.0782 1.9158 -0.0974 -0.17
C -1.1646 2.1299 0.1686 -0.21
C -1.6386 0.9812 -0.7812 -0.15
C -3.4748 -0.5698 -0.6585 -0.20
C -3.2222 -1.4964 0.5561 -0.22
H 3.8273 -0.7193 -2.0531 0.09
H 5.0026 -1.2617 -0.7010 0.08
H 5.2181 0.2348 -1.2975 0.10
H 1.0545 2.3616 2.0749 0.15
H 2.5656 1.5389 1.4455 0.11
H 1.7911 2.3235 -0.9274 0.16
H 0.7234 0.7499 -0.3485 0.14
H -1.2220 1.5588 1.0875 0.12
H -1.9553 2.8727 0.1983 0.13
H -0.8685 0.1542 -0.8170 0.12
H -1.6781 1.3423 -1.7618 0.10
H -4.5601 -0.4923 -0.8729 0.13
H -2.9156 -0.8308 -1.5164 0.10
H -4.0180 -1.1714 1.2599 0.13
H -2.1690 -1.3147 0.7955 0.09
H -3.9225 -3.4914 0.8751 0.21
N 2.5946 -2.2054 -0.3362 -0.15
N 0.3530 -1.7875 0.9002 -0.21
O 3.3908 -0.1131 0.0213 -0.07
O 0.8809 0.2955 1.6014 -0.06
O -0.0100 2.8533 -0.1384 -0.12
O -2.9777 0.7016 -0.2503 -0.16
O -3.4184 -2.8576 0.0499 -0.17
S 1.1082 -3.0140 0.1046 0.95

***

The structure with the greatest stability is (two).